Entry 1:
{
  "formula": "BaCl4O16",
  "method": "ωB97M-V/def2-TZVPD",
  "elements": ["Ba", "Cl", "O", "O", "O", "O", "Cl", "O", "O", "O", "O", "Cl", "O", "O", "O", "O", "Cl", "O", "O", "O", "O"],
  "xyz": [[0.55677, 0.43918, 0.85199], [-2.34953, -4.19049, 2.79764], [-1.50814, -3.36841, 1.96454], [-1.81028, -4.72719, 4.00750], [-3.60080, -3.62857, 3.00886], [-2.53913, -5.36139, 1.89356], [-2.17762, 2.32858, 4.79935], [-2.28724, 1.29218, 3.84776], [-0.72397, 2.46451, 5.15156], [-2.61944, 3.58497, 4.06852], [-3.00740, 1.84888, 5.81226], [4.71751, -0.19103, -2.88711], [4.55648, -0.53882, -4.34149], [3.61488, -0.61562, -2.13684], [5.82313, -1.02652, -2.52692], [5.01714, 1.23858, -2.69208], [-0.33516, 2.11002, -4.71344], [0.61340, 3.23537, -4.95383], [-1.72933, 2.36138, -4.87285], [-0.00895, 1.05655, -5.68646], [-0.20239, 1.68788, -3.39254]],
  "de_lowest_kcal_mol": 159.79,
  "spin_multiplicity": 1,
  "total_charge": -2,
  "lumo_energy_ev": 0.0699
}

Entry 2:
{
  "formula": "BaClNi2O4",
  "method": "ωB97M-V/def2-TZVPD",
  "elements": ["Ni", "Ni", "Ba", "Cl", "O", "O", "O", "O"],
  "xyz": [[2.91430, -1.08301, 0.90869], [-1.51896, 3.18288, -1.44929], [-2.30570, -3.28074, 0.35619], [0.18356, 0.31022, -0.00642], [-0.53934, -0.99295, 0.14228], [0.17731, 0.69534, 1.41529], [1.50944, -0.03292, -0.46953], [-0.42058, 1.20116, -0.89718]],
  "spin_multiplicity": 6,
  "total_charge": 4,
  "lumo_energy_ev": [-17.9964, -20.3827]
}

Entry 3:
{
  "formula": "BaH12O7",
  "method": "ωB97M-V/def2-TZVPD",
  "elements": ["Ba", "O", "H", "O", "H", "O", "H", "H", "O", "H", "H", "O", "H", "H", "O", "H", "H", "O", "H", "H"],
  "xyz": [[0.21984, 0.00219, -0.33296], [2.31418, -0.32350, -0.65370], [2.27738, -0.19746, 0.31444], [0.94028, -1.71395, -1.60764], [0.00957, -1.80873, -1.88927], [-0.40115, 0.53700, -2.36532], [-0.81033, 0.13414, -3.13115], [-0.24318, 1.44410, -2.62695], [1.15659, 0.87737, 1.33829], [1.83663, 1.55086, 1.32485], [1.21834, 0.49138, 2.21204], [-0.08291, -1.98265, 0.82436], [-0.47923, -2.09888, 1.68787], [-0.15365, -2.84267, 0.41011], [-1.17685, 1.49982, -0.27526], [-2.04015, 1.59544, 0.12700], [-1.10304, 2.24929, -0.86609], [-0.94447, 0.15010, 1.51435], [-1.88893, 0.02591, 1.60811], [-0.64883, 0.41016, 2.38682]],
  "de_lowest_kcal_mol": 277.42,
  "spin_multiplicity": 1,
  "total_charge": 0,
  "lumo_energy_ev": -0.8169
}

Entry 4:
{
  "formula": "BaH16O8",
  "method": "ωB97M-V/def2-TZVPD",
  "elements": ["Ba", "O", "H", "H", "O", "H", "H", "O", "H", "H", "O", "H", "H", "O", "H", "H", "O", "H", "H", "O", "H", "H", "O", "H", "H"],
  "xyz": [[10.65507, 1.79342, -24.59516], [7.87083, 2.55818, -24.85502], [7.21407, 2.47206, -25.56073], [7.38555, 2.96293, -24.12092], [10.43212, 2.33335, -21.76178], [11.29448, 2.64177, -21.44471], [9.87537, 2.31802, -20.97065], [10.77451, 4.46225, -24.24466], [11.12241, 5.36137, -24.34196], [9.83032, 4.58356, -24.06633], [10.68608, 2.72011, -27.15617], [11.00366, 3.62967, -27.26399], [10.55276, 2.39520, -28.05863], [13.31939, 2.44030, -25.39932], [13.69075, 1.93035, -26.13468], [14.04139, 3.01684, -25.10981], [12.14279, -0.76403, -24.54335], [12.98898, -0.86903, -24.08405], [11.90330, -1.65950, -24.81254], [8.88182, -0.06174, -23.22549], [8.72323, -0.49644, -22.37617], [8.31357, -0.52950, -23.85096], [9.69869, -0.36450, -26.18567], [8.82133, -0.27167, -26.58597], [9.99948, -1.24036, -26.46349]],
  "de_lowest_kcal_mol": 3.07,
  "spin_multiplicity": 1,
  "total_charge": 2,
  "lumo_energy_ev": -6.0040
}

Entry 5:
{
  "formula": "BaHO3S",
  "method": "ωB97M-V/def2-TZVPD",
  "elements": ["S", "O", "O", "Ba", "O", "H"],
  "xyz": [[-1.09956, -0.37394, 0.43679], [-2.06369, 0.44961, -0.25912], [0.30584, 0.37447, 0.54275], [2.13853, -0.08902, -1.20412], [-0.71049, -1.64524, -0.21503], [1.42938, 1.28411, 0.69873]],
  "spin_multiplicity": 1,
  "total_charge": 1,
  "lumo_energy_ev": [-5.6837, -5.6475]
}

Entry 6:
{
  "formula": "BeH16O8",
  "method": "ωB97M-V/def2-TZVPD",
  "elements": ["Be", "O", "H", "H", "O", "H", "H", "O", "H", "H", "O", "H", "H", "O", "H", "H", "O", "H", "H", "O", "H", "H", "O", "H", "H"],
  "xyz": [[9.03943, 17.83777, -18.58750], [10.45105, 19.04453, -20.27176], [10.62661, 18.69520, -21.14547], [11.05720, 19.77977, -20.18101], [6.74223, 16.82939, -17.92326], [5.95990, 17.30957, -17.65194], [6.46911, 15.91204, -17.93392], [11.47667, 17.07507, -18.49303], [11.50629, 16.76367, -17.58838], [12.15620, 16.57240, -18.94224], [9.46629, 16.48403, -16.45065], [9.71642, 16.53428, -15.52808], [8.84082, 15.76055, -16.49066], [7.64140, 18.26391, -20.94950], [7.97907, 18.81844, -21.65286], [6.71238, 18.15657, -21.15354], [9.37756, 15.98905, -20.13990], [9.45872, 16.28082, -21.04793], [9.62711, 15.06520, -20.16147], [7.25941, 19.69694, -18.20413], [7.06311, 20.59130, -17.92519], [6.69186, 19.55160, -18.96110], [10.08566, 19.47465, -16.93522], [10.29859, 20.34193, -17.27978], [10.22961, 19.54923, -15.99185]],
  "de_lowest_kcal_mol": 0.00,
  "spin_multiplicity": 2,
  "total_charge": 1,
  "lumo_energy_ev": [-2.4378, -3.2650]
}

Entry 7:
{
  "formula": "Br2Cl4MnO16",
  "method": "ωB97M-V/def2-TZVPD",
  "elements": ["Mn", "Br", "Br", "Cl", "O", "O", "O", "O", "Cl", "O", "O", "O", "O", "Cl", "O", "O", "O", "O", "Cl", "O", "O", "O", "O"],
  "xyz": [[0.23822, -0.72509, -0.98940], [1.34809, -3.00926, -1.09867], [-0.78578, -0.63669, -3.39004], [3.34883, 1.43094, -2.23460], [2.94842, 2.00408, -3.49401], [4.69462, 0.88505, -2.23377], [3.29506, 2.47470, -1.23763], [2.44379, 0.32328, -1.94402], [-1.96202, 2.21970, 0.56655], [-2.09481, 1.34505, 1.69476], [-3.27412, 2.66681, 0.09927], [-1.24783, 3.42951, 0.95187], [-1.29756, 1.53462, -0.51845], [1.68093, -0.34577, 2.34431], [0.72028, -0.52806, 1.27260], [2.46390, 0.84055, 2.08123], [0.97558, -0.20340, 3.58935], [2.58066, -1.47916, 2.38625], [-3.20899, -2.42396, 0.43795], [-3.62137, -3.80501, 0.14929], [-4.10226, -1.55840, -0.29117], [-3.30160, -2.21130, 1.85429], [-1.84205, -2.22819, 0.00405]],
  "de_lowest_kcal_mol": 0.00,
  "spin_multiplicity": 6,
  "total_charge": -4,
  "lumo_energy_ev": [8.9753, 8.9698]
}

Entry 8:
{
  "formula": "Br2ClP",
  "method": "ωB97M-V/def2-TZVPD",
  "elements": ["P", "Cl", "Br", "Br"],
  "xyz": [[0.01176, 0.74530, -0.97560], [-0.13952, -0.79744, 0.23566], [-0.55552, -2.89710, 2.87455], [0.84954, 2.59188, 0.06512]],
  "de_lowest_kcal_mol": 63.12,
  "spin_multiplicity": 1,
  "total_charge": 0,
  "lumo_energy_ev": [-1.5799, -3.7584]
}

Entry 9:
{
  "formula": "Br2H2O2P",
  "method": "ωB97M-V/def2-TZVPD",
  "elements": ["O", "O", "P", "Br", "Br", "H", "H"],
  "xyz": [[1.05378, -0.08723, 0.98380], [-0.17026, -0.70464, -1.03494], [-0.09857, 0.40346, 0.06149], [-3.13566, -0.71047, 1.85485], [0.78382, 2.32501, -0.79301], [1.82731, -0.62206, 0.94220], [-0.26043, -0.60408, -2.01439]],
  "de_lowest_kcal_mol": 73.00,
  "spin_multiplicity": 1,
  "total_charge": 1,
  "lumo_energy_ev": [-8.9307, -7.3061]
}

Entry 10:
{
  "formula": "Br2H2O2Si",
  "method": "ωB97M-V/def2-TZVPD",
  "elements": ["O", "O", "Si", "Br", "Br", "H", "H"],
  "xyz": [[0.60137, -1.99525, 0.37675], [-1.09224, 0.69788, 0.89989], [0.02601, 0.57839, -0.25724], [1.82083, 1.88357, -0.17170], [-0.77986, 0.33208, -2.19965], [0.40027, -2.13865, -0.48342], [-0.97639, 0.64199, 1.83538]],
  "de_lowest_kcal_mol": 104.65,
  "spin_multiplicity": 1,
  "total_charge": 0,
  "lumo_energy_ev": -1.0313
}

Entry 11:
{
  "formula": "Br2H2O2Si",
  "method": "ωB97M-V/def2-TZVPD",
  "elements": ["O", "Si", "O", "Br", "Br", "H", "H"],
  "xyz": [[0.73865, 0.46430, 0.63881], [-0.69938, -0.18948, 0.75712], [-1.48517, 0.04622, -0.63858], [-0.57863, -2.32245, 0.70746], [-1.95607, 0.70145, 2.45933], [1.23745, 1.12880, 1.39960], [-0.93991, 0.08073, -1.45442]],
  "de_lowest_kcal_mol": 19.60,
  "spin_multiplicity": 1,
  "smiles": "O[Si](O)(Br)Br",
  "total_charge": 0,
  "lumo_energy_ev": 0.0521
}

Entry 12:
{
  "formula": "Br2H4Si2",
  "method": "ωB97M-V/def2-TZVPD",
  "elements": ["Si", "Si", "Br", "Br", "H", "H", "H", "H"],
  "xyz": [[1.15090, 0.38552, 0.19998], [-1.07889, -0.19380, 0.19453], [-2.24927, 0.91932, -1.37356], [-0.81762, -2.88374, -1.30914], [1.19222, 0.56185, 1.65818], [2.05448, -0.34665, -0.63345], [1.55074, 1.67987, -0.21022], [-1.80257, -0.12237, 1.47369]],
  "de_lowest_kcal_mol": 58.60,
  "spin_multiplicity": 1,
  "total_charge": 0,
  "lumo_energy_ev": -2.0194
}

Calculated F_max, 7.4 7.9 11.6 0.9 2.0 0.5 1.4 2.0 2.9 5.5 6.4 2.8 eV/Å (same order as the records).
Calculated energy, -3069.03828 -3801.01421 -558.91923 -636.63557 -649.63002 -625.96301 -9342.59123 -5949.53557 -5640.74151 -5589.23842 -5589.37395 -5729.37701 Eh (same order as the records).